1.
Here is 2 unconnected molecules or ions with the total composition C30H58N4O2S2 from the OMol25 dataset. Energies are from the ωB97M-V functional and the def2-TZVPD basis.

```
! RIJCOSX wB97M-V def2-TZVPD def2/J DEFGRID3
* xyz 1 2
C 0.819 -4.373 2.602
C 0.788 -2.857 2.180
S 2.229 -2.373 1.154
C 2.956 -0.784 1.777
C 2.197 0.492 1.179
C 0.802 0.519 1.914
C 0.114 1.925 1.948
C -0.180 2.467 3.392
C -0.886 1.445 4.338
C -0.076 1.426 5.704
C -0.130 2.811 6.421
C -1.559 3.200 6.935
S -2.462 4.335 5.770
C -3.890 3.352 5.298
N -4.145 2.915 4.008
N -5.253 2.207 4.100
C -5.665 2.211 5.413
O -4.818 2.935 6.218
C 3.117 1.727 1.524
C 3.277 2.769 0.365
C 4.709 2.650 -0.304
C 3.273 4.194 1.064
N 2.163 2.792 -0.602
O 2.263 3.737 -1.467
C 1.923 1.499 -1.272
C 2.749 1.261 -2.582
C 0.401 1.522 -1.725
C 2.091 0.230 -0.367
H -0.224 -4.729 2.724
H 1.317 -5.016 1.848
H 1.311 -4.445 3.591
H -0.173 -2.697 1.633
H 0.746 -2.203 3.078
H 2.888 -0.806 2.886
H 3.995 -0.756 1.395
H 1.025 0.206 2.965
H 0.115 -0.262 1.520
H -0.884 1.822 1.451
H 0.655 2.723 1.402
H 0.807 2.776 3.817
H -0.749 3.416 3.267
H -0.922 0.410 3.925
H -1.933 1.720 4.577
H 0.984 1.242 5.407
H -0.399 0.580 6.343
H 0.539 2.744 7.313
H 0.271 3.635 5.787
H -1.524 3.728 7.908
H -2.128 2.262 7.107
H -6.566 1.657 5.706
H 2.724 2.252 2.426
H 4.127 1.337 1.776
H 5.188 1.673 -0.098
H 5.358 3.440 0.139
H 4.672 2.887 -1.390
H 4.111 4.157 1.801
H 2.351 4.308 1.675
H 3.438 5.017 0.348
H 2.649 2.067 -3.330
H 3.808 1.029 -2.324
H 2.358 0.316 -3.035
H -0.224 1.374 -0.820
H 0.196 0.748 -2.500
H 0.140 2.504 -2.173
H 2.980 -0.352 -0.693
H 1.209 -0.422 -0.559
C -3.731 -2.657 -6.821
C -4.090 -2.311 -5.379
C -3.143 -1.306 -4.721
C -1.643 -1.589 -4.715
N -1.157 -2.777 -3.901
C -1.450 -4.135 -4.521
C -0.370 -4.319 -5.560
C 0.875 -3.819 -4.847
C 0.392 -2.740 -3.877
C -1.687 -2.709 -2.498
H -2.683 -2.937 -6.943
H -4.334 -3.497 -7.169
H -3.928 -1.810 -7.480
H -4.166 -3.217 -4.771
H -5.096 -1.886 -5.372
H -3.489 -1.113 -3.702
H -3.269 -0.352 -5.243
H -1.157 -0.719 -4.269
H -1.244 -1.694 -5.724
H -1.358 -4.880 -3.730
H -2.454 -4.172 -4.929
H -0.570 -3.719 -6.449
H -0.279 -5.356 -5.879
H 1.616 -3.437 -5.547
H 1.345 -4.631 -4.290
H 0.727 -1.744 -4.159
H 0.727 -2.956 -2.864
H -2.766 -2.841 -2.527
H -1.420 -1.740 -2.077
H -1.239 -3.510 -1.914
*
```

Results
- E_LUMO (spin up / spin down) (eV) = -2.25 / -2.25
- energy relative to the best compared isomer or geometry (same formula, charge and spin) (eV) = 1.286

---

2.
Here is 8 unconnected molecules or ions with the total composition C30H58N8O11 from the OMol25 dataset. Energies are from the ωB97M-V functional and the def2-TZVPD basis.

```
! RIJCOSX wB97M-V def2-TZVPD def2/J DEFGRID3
* xyz 0 1
C 1.125 4.147 -0.961
C 2.460 3.640 -0.244
C 2.041 3.456 1.324
C 3.028 2.477 2.082
C 3.156 1.149 1.210
C 3.651 1.308 -0.248
N 2.929 2.404 -0.879
O 3.134 2.507 -2.227
C 3.376 -0.085 -0.919
C 5.108 1.646 -0.315
C 3.602 4.753 -0.367
H 0.644 5.039 -0.425
H 0.411 3.300 -1.011
H 1.208 4.539 -1.896
H 1.027 3.040 1.365
H 1.874 4.365 1.893
H 2.515 2.162 2.975
H 3.921 2.937 2.235
H 2.222 0.552 1.087
H 3.612 0.440 1.721
H 2.385 -0.262 -0.917
H 3.930 -0.828 -0.479
H 3.640 -0.234 -1.965
H 5.712 1.753 -1.298
H 5.798 0.977 0.235
H 5.334 2.588 -0.163
H 3.317 5.801 0.092
H 3.871 4.994 -1.234
H 4.400 4.547 0.485
N -0.588 0.180 -0.065
O -0.858 -0.628 0.732
O -0.301 -0.205 -1.246
O -0.530 1.393 0.224
C 1.131 -0.615 4.367
C 0.312 0.579 3.823
C 0.157 1.957 4.656
C 0.761 1.949 6.001
C 1.609 0.878 6.535
C 1.869 -0.393 5.593
N 0.794 3.161 6.712
O 0.197 4.192 6.180
O 1.135 3.093 7.939
H 0.984 -1.457 3.845
H -0.169 0.456 2.948
H -0.620 2.680 4.489
H 2.157 1.081 7.450
H 2.672 -1.234 5.830
C 0.979 -3.304 -1.340
O 1.156 -3.417 -2.535
N 1.851 -3.750 -0.368
C 1.677 -3.263 0.989
C 3.027 -4.296 -0.725
H -0.089 -2.896 -1.229
H 2.170 -3.731 1.756
H 0.535 -3.422 1.205
H 1.802 -2.191 1.121
H 3.467 -3.781 -1.684
H 2.919 -5.396 -0.944
H 3.719 -4.019 0.029
C -3.291 -1.131 3.404
O -3.005 -1.209 4.613
N -4.392 -1.838 2.901
C -4.557 -1.936 1.458
C -5.149 -2.707 3.726
H -2.819 -0.449 2.619
H -3.819 -2.667 0.995
H -4.407 -1.079 1.010
H -5.735 -2.264 1.245
H -5.334 -2.261 4.685
H -4.638 -3.612 3.851
H -6.013 -2.922 3.124
C -3.567 -4.750 -3.604
O -4.725 -4.725 -3.061
N -2.674 -3.854 -3.256
C -1.496 -3.944 -4.222
C -2.716 -2.864 -2.306
H -3.473 -5.384 -4.226
H -0.671 -3.200 -4.167
H -1.614 -3.643 -5.346
H -0.761 -4.832 -4.157
H -2.174 -1.957 -2.467
H -2.204 -3.312 -1.379
H -3.682 -2.585 -2.166
C -3.758 1.155 -1.375
O -4.484 0.411 -2.155
N -4.243 1.927 -0.364
C -3.240 2.752 0.347
C -5.610 1.987 0.117
H -2.781 1.154 -1.450
H -3.750 3.494 0.734
H -2.283 3.090 -0.112
H -2.912 2.056 1.049
H -5.665 2.262 1.125
H -6.235 1.144 0.056
H -6.386 2.641 -0.493
C 0.721 -1.265 -6.448
O -0.191 -2.082 -6.393
N 0.912 -0.278 -5.489
C 1.733 0.922 -5.731
C 0.199 -0.361 -4.254
H 1.329 -1.320 -7.239
H 2.589 0.662 -6.000
H 2.093 1.182 -4.790
H 1.386 1.687 -6.303
H 0.838 -0.754 -3.568
H -0.659 -0.827 -4.216
H -0.043 0.778 -3.764
*
```

Results
- E_LUMO (eV) = -4.96
- energy relative to the best compared isomer or geometry (same formula, charge and spin) (eV) = 1.832

---

3.
Here is 12 unconnected molecules or ions with the total composition C30H59BrCl23IN from the OMol25 dataset. Energies are from the ωB97M-V functional and the def2-TZVPD basis.

```
! RIJCOSX wB97M-V def2-TZVPD def2/J DEFGRID3
* xyz 1 1
Cl 1.819 4.708 -2.198
C 3.008 5.944 -1.655
C 3.261 5.838 -0.146
C 4.436 4.885 0.192
N 3.915 3.472 0.148
C 3.786 2.965 1.562
C 2.851 1.753 1.591
C 2.908 0.913 0.290
I 2.612 -1.166 0.782
C 4.168 1.087 -0.593
C 4.809 2.506 -0.536
Br 5.204 3.041 -2.378
H 2.608 6.927 -1.894
H 3.938 5.780 -2.196
H 2.365 5.476 0.370
H 3.498 6.823 0.262
H 5.260 5.047 -0.501
H 4.789 5.164 1.184
H 2.970 3.488 -0.251
H 3.439 3.754 2.228
H 4.774 2.669 1.924
H 3.008 1.152 2.484
H 1.826 2.135 1.663
H 2.037 1.174 -0.312
H 3.836 0.936 -1.622
H 4.917 0.314 -0.418
H 5.740 2.425 0.020
Cl -1.668 -2.837 2.726
C 0.002 -3.419 2.962
C 0.439 -3.308 4.398
Cl 0.639 -1.602 4.906
H 0.660 -2.855 2.306
H 0.021 -4.461 2.648
H 1.415 -3.795 4.525
H -0.274 -3.778 5.069
Cl 3.544 -2.326 -3.369
C 2.400 -1.359 -4.337
C 1.339 -0.724 -3.478
Cl 0.210 -1.907 -2.783
H 1.970 -2.006 -5.098
H 2.982 -0.584 -4.834
H 0.742 -0.036 -4.075
H 1.785 -0.169 -2.653
Cl -2.703 -0.614 -1.788
C -2.298 0.099 -0.202
C -1.957 1.560 -0.329
Cl -0.395 1.815 -1.184
H -1.472 -0.466 0.228
H -3.167 -0.031 0.436
H -1.847 2.004 0.656
H -2.730 2.104 -0.867
Cl -2.051 8.565 -3.213
C -1.580 7.000 -2.504
C -2.089 5.828 -3.304
Cl -3.861 5.679 -3.210
H -1.951 6.970 -1.481
H -0.491 6.978 -2.479
H -1.671 4.905 -2.910
H -1.812 5.910 -4.352
Cl 2.454 -5.695 4.236
C 4.141 -6.231 4.482
C 4.569 -6.086 5.920
Cl 4.703 -4.376 6.402
H 4.776 -5.653 3.816
H 4.192 -7.277 4.184
H 5.550 -6.536 6.057
H 3.869 -6.571 6.596
Cl -1.452 -5.796 4.941
C -0.607 -7.134 5.764
C -1.307 -7.550 7.033
Cl -1.199 -6.296 8.293
H 0.414 -6.816 5.959
H -0.579 -7.969 5.066
H -0.836 -8.446 7.433
H -2.359 -7.761 6.857
Cl 6.419 -0.448 -4.483
C 7.244 -2.028 -4.480
C 8.278 -2.130 -5.573
Cl 7.536 -2.174 -7.191
H 6.484 -2.800 -4.574
H 7.724 -2.134 -3.508
H 8.843 -3.054 -5.456
H 8.972 -1.294 -5.544
Cl -4.835 -1.948 0.814
C -5.723 -2.027 2.362
C -5.683 -0.736 3.139
Cl -4.057 -0.359 3.762
H -5.303 -2.851 2.933
H -6.758 -2.268 2.119
H -6.343 -0.816 4.001
H -6.008 0.108 2.534
Cl -4.311 2.867 2.398
C -4.436 4.647 2.346
C -5.463 5.112 1.346
Cl -4.940 4.807 -0.329
H -3.451 5.051 2.121
H -4.720 4.969 3.347
H -5.609 6.187 1.438
H -6.419 4.620 1.503
Cl -1.369 1.485 -4.798
C -2.752 1.031 -5.829
C -3.095 -0.430 -5.685
Cl -1.830 -1.483 -6.368
H -2.504 1.285 -6.856
H -3.597 1.643 -5.517
H -4.016 -0.644 -6.225
H -3.233 -0.703 -4.642
Cl -9.365 -2.520 -0.295
C -7.792 -2.719 -1.113
C -7.789 -2.127 -2.498
Cl -8.825 -3.038 -3.625
H -7.556 -3.780 -1.133
H -7.051 -2.214 -0.498
H -6.778 -2.154 -2.903
H -8.130 -1.094 -2.489
*
```

Results
- E_LUMO (eV) = -2.54

---

4.
Here is a molecular structure, C30H59BrFIO17S3 from the OMol25 dataset. Energies are from the ωB97M-V functional and the def2-TZVPD basis.

```
! RIJCOSX wB97M-V def2-TZVPD def2/J DEFGRID3
* xyz 0 1
C 3.591 2.555 1.300
C 2.926 1.501 2.186
C 1.590 1.963 2.764
Br 1.139 1.012 4.389
C 0.500 1.896 1.676
I 0.091 4.114 1.358
O 0.843 1.441 0.384
S -0.574 1.377 -0.465
O -0.679 0.025 -0.896
O -0.704 2.273 -1.550
O -1.609 1.719 0.731
C -0.903 1.298 1.914
F -1.521 1.941 2.928
S -0.955 -0.475 2.252
C -2.447 -1.137 1.453
C -3.668 -0.246 1.425
O -3.978 0.344 0.403
O -4.402 -0.181 2.563
C -5.791 -0.420 2.363
C -6.649 0.831 2.476
C -7.992 0.558 1.830
O -6.085 1.958 1.813
C -5.574 2.893 2.637
O -5.076 2.667 3.713
C -5.653 4.290 2.050
S -4.066 5.157 2.281
H 4.273 2.054 0.623
H 2.887 3.086 0.674
H 4.166 3.268 1.875
H 2.813 0.590 1.607
H 3.610 1.264 2.990
H 1.728 2.990 3.039
H -2.691 -2.016 2.042
H -2.221 -1.484 0.457
H -6.134 -1.107 3.129
H -5.994 -0.913 1.418
H -6.858 1.034 3.519
H -8.719 1.305 2.120
H -8.370 -0.411 2.145
H -7.918 0.568 0.749
H -6.363 4.871 2.621
H -5.914 4.270 1.005
H -3.234 4.172 1.919
C 3.727 -6.797 1.955
O 3.563 -5.414 1.734
C 4.629 -4.623 2.228
C 4.861 -3.401 1.367
O 5.451 -3.657 0.100
C 4.674 -4.345 -0.875
C 3.528 -3.540 -1.448
O 2.486 -3.365 -0.506
C 1.923 -2.069 -0.517
H 3.451 -7.067 2.981
H 3.067 -7.321 1.265
H 4.755 -7.117 1.756
H 5.556 -5.206 2.278
H 4.368 -4.290 3.242
H 5.587 -2.773 1.889
H 3.949 -2.812 1.264
H 4.337 -5.311 -0.500
H 5.365 -4.556 -1.695
H 3.119 -4.080 -2.312
H 3.909 -2.573 -1.794
H 2.705 -1.300 -0.488
H 1.308 -1.963 0.376
H 1.290 -1.925 -1.398
C 8.005 -6.073 -1.273
O 8.817 -5.070 -1.840
C 8.198 -3.792 -1.873
C 9.219 -2.690 -1.693
O 9.748 -2.567 -0.381
C 10.608 -3.580 0.111
C 11.984 -3.613 -0.519
O 11.945 -4.088 -1.853
C 12.792 -3.384 -2.733
H 7.274 -6.445 -2.001
H 8.655 -6.897 -0.979
H 7.482 -5.711 -0.382
H 7.437 -3.704 -1.092
H 7.715 -3.675 -2.854
H 8.706 -1.744 -1.878
H 10.018 -2.768 -2.433
H 10.133 -4.561 0.070
H 10.748 -3.342 1.168
H 12.619 -4.292 0.065
H 12.421 -2.609 -0.475
H 12.663 -2.301 -2.626
H 12.517 -3.661 -3.749
H 13.843 -3.648 -2.565
C -7.083 3.602 -1.719
O -7.975 4.692 -1.632
C -7.550 5.840 -2.345
C -8.727 6.613 -2.898
O -9.390 6.000 -3.992
C -10.145 4.822 -3.764
C -11.436 5.029 -3.002
O -11.203 5.321 -1.634
C -12.050 6.321 -1.114
H -6.250 3.726 -1.020
H -7.634 2.701 -1.451
H -6.697 3.475 -2.735
H -6.885 5.563 -3.170
H -6.999 6.491 -1.652
H -8.334 7.550 -3.299
H -9.431 6.877 -2.107
H -9.538 4.041 -3.306
H -10.417 4.466 -4.761
H -12.024 4.103 -3.056
H -12.010 5.830 -3.480
H -12.083 7.195 -1.774
H -11.643 6.633 -0.154
H -13.066 5.937 -0.962
*
```

Results
- E_LUMO (eV) = -0.77

---

Q: Which energy values were calculated for the entries above? A: -2343.36956 -2442.64672 -14689.17973 -6623.43639, in Ha.